(a)
{
  "formula": "C6H9N3O2",
  "method": "wB97M-V/def2-TZVPD",
  "smiles": "CN[C@@H]1N=CC=CN1C(=O)O",
  "orbital_gap_ha": 0.330,
  "charge": 0,
  "species": ["C", "N", "C", "N", "C", "C", "C", "N", "C", "O", "O", "H", "H", "H", "H", "H", "H", "H", "H", "H"],
  "positions_angstrom": [[1.904, 1.918, -0.083], [0.875, 0.936, -0.447], [0.424, -0.039, 0.532], [1.185, -1.199, 0.435], [0.686, -2.320, 0.049], [-0.700, -2.569, -0.231], [-1.548, -1.489, -0.180], [-1.125, -0.279, 0.221], [-2.069, 0.772, 0.183], [-3.248, 0.596, 0.041], [-1.601, 2.020, 0.380], [2.013, 2.625, -0.813], [1.481, 2.402, 0.908], [2.821, 1.481, 0.203], [1.130, 0.520, -1.318], [0.695, 0.299, 1.529], [1.378, -3.028, -0.145], [-1.024, -3.461, -0.851], [-2.606, -1.329, -0.613], [-0.670, 2.145, 0.200]],
  "nbo_charge": [-0.396, -0.663, 0.255, -0.472, 0.118, -0.430, 0.108, -0.487, 0.906, -0.593, -0.684, 0.206, 0.175, 0.190, 0.379, 0.205, 0.183, 0.235, 0.259, 0.506]
}


(b)
{
  "formula": "C6H9N3O2",
  "method": "wB97M-V/def2-TZVPD",
  "smiles": "N[C@@H](Cc1c[nH]cn1)C(=O)O",
  "orbital_gap_ha": 0.365,
  "charge": 0,
  "species": ["N", "C", "C", "C", "C", "N", "C", "N", "C", "O", "O", "H", "H", "H", "H", "H", "H", "H", "H", "H"],
  "positions_angstrom": [[-1.436, 1.755, 0.045], [-1.507, 0.477, -0.689], [-0.243, 0.135, -1.360], [1.075, 0.113, -0.706], [1.719, -1.068, -0.515], [2.793, -0.729, 0.476], [2.525, 0.612, 0.834], [1.518, 1.116, 0.098], [-1.863, -0.656, 0.251], [-1.762, -1.780, -0.094], [-2.161, -0.255, 1.560], [-0.427, 2.034, 0.217], [-1.690, 2.508, -0.613], [-2.310, 0.493, -1.402], [-0.385, -0.922, -1.653], [-0.176, 0.947, -2.232], [1.410, -1.987, -0.945], [3.525, -1.308, 0.766], [3.294, 1.145, 1.351], [-2.222, 0.697, 1.548]],
  "nbo_charge": [-0.877, -0.175, -0.431, 0.082, -0.089, -0.538, 0.201, -0.502, 0.791, -0.575, -0.695, 0.405, 0.365, 0.224, 0.251, 0.208, 0.232, 0.415, 0.201, 0.507]
}


Stability order, top to bottom: (b), (a)